[1]
A cluster of 3 separate species, C19H37F2N4O13P2S2 in total in a non-equilibrium geometry, computed with ωB97M-V with the def2-TZVPD basis set.

Summary:
Gap between HOMO and LUMO: 7.858 eV
Net charge: +1
HOMO energy: -12.00 eV

Each line ends with the Löwdin charge.
Atoms and positions in Å:
O1 0.92865 -5.26302 4.37760  0.191
C1 1.22172 -4.41703 3.58341  -0.516
F1 0.81304 -4.45064 2.32877  0.177
N1 2.01580 -3.29594 3.86122  0.211
C2 1.62741 -2.10098 3.19443  -0.322
O2 2.12459 -1.73804 2.18124  0.216
N2 0.55033 -1.18740 3.78632  0.046
C3 0.20890 -1.45095 5.21543  -0.067
C4 1.03633 -0.52257 6.10439  -0.133
C5 0.36608 0.85994 5.95854  -0.282
S1 1.47688 1.97908 6.82766  0.629
O3 2.53222 2.32366 5.95560  -0.218
O4 1.88087 1.35079 8.02239  -0.219
F2 0.63978 3.23189 7.16199  -0.098
C6 0.24843 1.23651 4.45853  -0.249
C7 -1.20620 1.36868 3.95549  -0.170
C8 -2.17523 2.03503 4.93662  -0.248
C9 -3.24633 2.87744 4.26517  -0.224
C10 -4.31482 2.09113 3.45854  -0.396
S2 -4.27373 0.28581 3.72670  0.997
C11 -5.91766 -0.24489 3.80667  -0.708
N3 -6.63319 -0.71368 2.89006  0.060
N4 -7.84500 -1.04237 3.41196  0.073
C12 -7.78237 -0.74210 4.64116  -0.202
O5 -6.61756 -0.23245 4.98033  0.051
C13 0.97644 0.23541 3.54027  -0.043
H1 2.16187 -3.18969 4.85712  0.157
H2 -0.28678 -1.39698 3.23452  0.202
H3 0.27369 -2.49399 5.49981  0.136
H4 -0.82524 -1.15196 5.36832  0.146
H5 2.09351 -0.50207 5.84124  0.136
H6 0.98261 -0.87248 7.12755  0.135
H7 -0.57958 0.77379 6.48486  0.136
H8 0.75075 2.18053 4.26400  0.150
H9 -1.17926 1.97422 3.04879  0.136
H10 -1.56049 0.38526 3.63489  0.072
H11 -2.58518 1.27995 5.60381  0.092
H12 -1.60212 2.70254 5.58558  0.113
H13 -3.75511 3.49697 4.99502  0.114
H14 -2.75071 3.56795 3.58486  0.116
H15 -4.19001 2.27102 2.39744  0.077
H16 -5.29775 2.47040 3.71409  0.086
H17 -8.55519 -0.88283 5.36824  0.140
H18 0.65658 0.48213 2.53604  0.154
H19 2.04399 0.36569 3.64910  0.150
C14 -0.72939 -3.18812 -3.37997  -0.089
O6 -0.72969 -2.02018 -2.54947  -0.215
P1 0.57053 -1.10377 -2.46963  0.321
O7 0.35370 0.11525 -1.69394  -0.231
O8 1.05142 -0.91811 -3.95253  -0.206
C15 0.15207 -0.27072 -4.87618  -0.066
O9 1.70188 -2.06461 -1.90449  -0.195
C16 1.71696 -2.24391 -0.49277  -0.125
H20 -1.52072 -3.08407 -4.12010  0.091
H21 0.22114 -3.32792 -3.89351  0.090
H22 -0.93295 -4.06101 -2.76225  0.089
H23 -0.57957 0.34802 -4.35528  0.092
H24 -0.36468 -1.03137 -5.46069  0.091
H25 0.73536 0.34938 -5.54931  0.060
H26 1.84545 -3.30475 -0.27823  0.092
H27 0.79115 -1.89619 -0.03051  0.072
H28 2.55508 -1.69373 -0.08026  0.079
C17 3.29770 3.24301 -9.84631  -0.090
O10 2.45044 2.59602 -8.88972  -0.210
P2 2.52749 1.01804 -8.69777  0.331
O11 1.71488 0.54607 -7.58136  -0.214
O12 4.06936 0.68287 -8.61943  -0.211
C18 4.82543 1.27001 -7.55333  -0.081
O13 2.16471 0.42166 -10.11423  -0.206
C19 0.77695 0.31607 -10.46142  -0.081
H29 3.91995 3.96661 -9.32177  0.089
H30 3.93931 2.53714 -10.37280  0.089
H31 2.67654 3.76712 -10.56978  0.092
H32 4.18751 1.55463 -6.71634  0.091
H33 5.34926 2.14976 -7.92776  0.087
H34 5.55636 0.54095 -7.21501  0.092
H35 0.65414 0.67552 -11.48056  0.091
H36 0.14509 0.90492 -9.79723  0.086
H37 0.47616 -0.72835 -10.41188  0.092



[2]
A structure of composition C13H14BCl5CuF2NS2, computed with ωB97M-V with the def2-TZVPD basis set.

Summary:
Spin multiplicity: 2
Gap between HOMO and LUMO (spin up / spin down): 5.966 / 7.404 eV
Net charge: -1
HOMO energy (spin up / spin down): -3.57 / -5.02 eV

Each line ends with the Löwdin spin population.
Atoms and positions in Å:
Cu1 0.03279 -0.08928 -0.54637  0.393
Cl1 0.39005 2.00537 2.11433  0.002
C1 -0.66053 2.55754 0.81442  0.007
C2 -0.91063 1.68664 -0.23348  0.026
C3 -1.80442 2.16542 -1.18568  0.012
Cl2 -2.20397 1.13211 -2.53989  0.015
C4 -2.40439 3.42018 -1.12528  0.000
Cl3 -3.52012 3.95089 -2.33797  0.000
C5 -2.09838 4.26557 -0.05880  0.007
Cl4 -2.81433 5.83528 0.04581  0.002
C6 -1.21449 3.83095 0.92567  -0.001
Cl5 -0.85583 4.86020 2.26956  -0.001
F1 -0.50329 -3.07377 -0.80230  0.034
B1 0.15594 -1.98699 -1.24237  0.114
F2 0.96805 -2.29878 -2.27769  0.011
C7 1.99891 2.27341 -2.02361  0.002
C8 2.48193 1.69099 -0.69747  0.038
C9 4.00731 1.79725 -0.61506  0.021
C10 2.02746 0.25087 -0.53803  0.263
H1 2.37244 3.28943 -2.18266  0.000
H2 0.90980 2.29926 -2.07124  0.000
H3 2.35080 1.65251 -2.85345  0.000
H4 2.07031 2.29711 0.11758  0.002
H5 4.46801 1.27914 -1.46148  0.000
H6 4.38406 1.33622 0.30014  0.001
H7 4.34117 2.83929 -0.63487  0.004
H8 2.33769 -0.18898 0.41551  0.011
H9 2.43955 -0.36266 -1.34392  0.008
S1 -1.39079 -1.63363 2.53464  0.005
C11 -2.56650 -0.66568 1.91750  0.007
N1 -2.91331 0.57032 2.32218  0.000
C12 -3.81397 1.33011 1.46703  0.000
C13 -4.61094 0.30270 0.66233  0.001
S2 -3.54299 -1.15609 0.54766  0.014
H10 -2.23655 1.04956 2.90169  0.000
H11 -3.25166 1.98549 0.80126  0.000
H12 -4.47766 1.94310 2.07852  0.000
H13 -4.82865 0.66802 -0.33945  0.000
H14 -5.54300 0.03785 1.16112  0.000



[3]
A structure of composition C18H27N2O5P2SZr in a non-equilibrium geometry, computed with ωB97M-V with the def2-TZVPD basis set.

Summary:
Gap between HOMO and LUMO (spin up / spin down): 4.685 / 4.673 eV
Net charge: +3
ΔE to the lowest compared entry with this formula, charge and spin: 3.788 eV
HOMO energy (spin up / spin down): -17.99 / -17.99 eV

Each line ends with the Löwdin charge.
Atoms and positions in Å:
Zr1 0.47067 0.12543 -0.84902  1.517
P1 -0.32691 2.51370 0.32921  0.872
C1 1.43972 2.91870 0.43192  -0.318
C2 2.19908 1.90006 1.19854  -0.304
N1 1.92927 0.58989 0.89964  -0.030
C3 2.69757 -0.40302 1.44354  -0.287
C4 3.62078 -0.11057 2.45088  0.021
C5 3.87493 1.21592 2.82085  0.037
C6 3.16358 2.21304 2.14979  0.033
C7 2.49001 -1.82207 0.94684  -0.174
P2 1.80567 -1.98639 -0.85281  0.831
H1 3.33598 3.26068 2.36050  0.139
H2 4.13526 -0.95172 2.93156  0.144
H3 4.60629 1.44344 3.62326  0.155
H4 3.43053 -2.39956 0.98287  0.123
H5 1.78369 -2.34885 1.61328  0.120
H6 1.71761 2.80663 -0.72755  0.063
H7 1.61174 3.98760 0.69282  0.133
H8 1.66079 0.40542 -3.87359  0.129
O1 1.56999 1.73772 -1.71617  -0.457
H9 2.62226 1.54278 -1.84663  0.155
H10 1.05384 -0.78875 -2.35584  0.093
O2 1.46315 -0.53778 -3.68151  0.036
H11 0.74953 -0.55747 -4.36588  0.166
C8 3.34289 -2.31279 -1.73124  -0.211
H12 3.80152 -3.23195 -1.34279  0.087
H13 3.11940 -2.45002 -2.79626  0.067
H14 4.05428 -1.48955 -1.58216  0.080
C9 1.02539 -3.61834 -0.71527  -0.190
H15 0.51017 -3.83231 -1.65890  0.076
H16 1.77507 -4.40165 -0.53590  0.092
H17 0.29015 -3.63437 0.10092  0.068
C10 -0.94250 2.80330 2.01289  -0.206
H18 -0.81449 3.85959 2.31430  0.083
H19 -2.01477 2.55188 2.02775  0.066
H20 -0.41314 2.14406 2.71920  0.061
C11 -1.02222 3.89725 -0.61993  -0.198
H21 -2.00608 3.58714 -1.00149  0.037
H22 -1.15225 4.78721 0.01727  0.084
H23 -0.37026 4.12985 -1.47338  0.069
O3 -3.20772 -0.17434 -3.12238  -0.240
S1 -3.19519 0.28976 -1.76064  0.723
O4 -3.37005 1.69656 -1.45743  -0.258
N2 -1.68721 -0.17420 -1.10762  -0.209
C12 -1.81053 -0.88448 0.05254  -0.460
O5 -0.71932 -1.00019 0.75041  -0.126
C13 -3.15162 -1.32650 0.30531  -0.153
C14 -3.60609 -2.12716 1.36211  0.046
C15 -4.97608 -2.35508 1.46463  0.005
C16 -5.87549 -1.77223 0.54774  0.026
C17 -5.40846 -0.95711 -0.49297  0.021
C18 -4.03558 -0.77057 -0.61240  -0.194
H24 -2.86730 -2.53325 2.05209  0.138
H25 -5.36014 -2.99876 2.25684  0.135
H26 -6.94309 -1.97927 0.63207  0.141
H27 -6.07432 -0.47731 -1.21181  0.146



[4]
A cluster of 2 separate species, CH3Cl2P in total in a non-equilibrium geometry, computed with ωB97M-V with the def2-TZVPD basis set.

Summary:
Gap between HOMO and LUMO: 8.669 eV
SMILES string: [H]/P=C\Cl.Cl
ΔE to the lowest compared entry with this formula, charge and spin: 3.552 eV
HOMO energy: -9.06 eV

Each line ends with the Löwdin charge.
Atoms and positions in Å:
H1 1.08998 1.14933 0.18848  -0.164
P1 0.39360 0.40688 1.12797  0.715
C1 0.79171 -1.09369 0.47963  -1.094
Cl1 0.98467 -1.68335 -1.10666  0.521
H2 0.85924 -2.05274 1.11712  0.014
Cl2 -2.59709 1.18058 -0.66322  0.084
H3 -1.52210 2.09299 -1.14332  -0.075



Number 1: E_tot -98560.1303 eV. Number 2: E_tot -150235.8768 eV. Number 3: E_tot -62986.2109 eV. Number 4: E_tot -35416.9836 eV.